C14H56O14 | ωB97M-V/def2-TZVPD

XYZ file:
```
84
Properties=species:S:1:pos:R:3:mulliken_spin:R:1
C -4.65722 -1.21192 0.65924 0.0000
O -3.31255 -0.76020 0.58893 0.0001
H -4.63295 -2.15480 0.11292 0.0000
H -4.89413 -1.39740 1.70689 0.0000
H -5.27294 -0.42209 0.22893 0.0000
H -3.10072 -0.78241 -0.34715 0.0001
C 2.64644 2.79661 2.12670 0.0001
O 2.69026 3.34395 3.39440 0.0000
H 1.67890 2.93721 1.64484 0.0000
H 3.41156 3.26543 1.50791 0.0000
H 2.89549 1.73650 2.17411 -0.0001
H 3.50068 3.17111 3.87911 0.0000
C 1.80812 -1.27695 -4.66623 -0.0021
O 0.69312 -1.54685 -5.47799 0.0004
H 2.38660 -0.44137 -5.06027 0.0004
H 1.48315 -1.05702 -3.64931 0.0046
H 2.46657 -2.14467 -4.62628 -0.0009
H 0.28960 -2.37195 -5.19875 0.0001
C 2.65937 -3.28922 3.08936 0.0085
O 2.01618 -2.63119 2.05223 0.1149
H 2.02039 -4.15765 3.24952 0.0156
H 3.68954 -3.60488 2.92449 0.0028
H 2.53711 -2.75090 4.02923 0.0037
H 1.29572 -2.13000 2.44126 -0.0091
C -2.30732 -0.33563 -3.31918 0.0000
O -2.32975 -0.49178 -1.92530 -0.0002
H -2.23193 0.72486 -3.55957 0.0000
H -1.47656 -0.89219 -3.75297 0.0000
H -3.28856 -0.69227 -3.63237 0.0000
H -1.45024 -0.20468 -1.66909 -0.0002
C -1.58162 -3.29114 1.32828 0.0103
O -2.33547 -4.49356 1.19059 0.0017
H -0.56069 -3.46803 1.66668 -0.0049
H -1.62204 -2.83833 0.33762 -0.0014
H -2.09492 -2.56094 1.95394 0.0007
H -3.26849 -4.26976 1.15920 0.0000
C 0.85070 -0.22093 4.05227 0.0002
O 0.09785 -1.04767 3.15788 0.0010
H 1.24765 0.65214 3.53431 0.0001
H 0.19258 0.15710 4.83461 0.0000
H 1.65629 -0.77906 4.52937 -0.0001
H -0.72354 -0.59921 2.94390 -0.0001
C 0.22777 1.86052 -5.16175 0.0001
O 0.58554 1.10289 -6.32134 0.0001
H 0.67713 2.84957 -5.25091 0.0000
H -0.84350 1.92239 -4.97032 0.0000
H 0.69193 1.35069 -4.31750 0.0000
H 0.43067 0.16344 -6.19859 0.0000
C 3.64687 1.02699 -2.13659 0.0000
O 2.56642 1.85969 -1.82175 -0.0001
H 3.34701 0.09282 -2.61147 0.0002
H 4.21081 1.52651 -2.92435 0.0000
H 4.16335 0.75661 -1.21559 -0.0001
H 2.88436 2.66765 -1.41225 0.0000
C -1.75895 3.32921 -1.68625 0.0000
O -2.12163 3.46945 -3.05118 0.0000
H -0.74842 2.92484 -1.74471 0.0000
H -1.87018 4.25647 -1.12421 0.0000
H -2.43234 2.62143 -1.20284 0.0000
H -1.45848 4.01799 -3.47655 0.0000
C 0.34061 0.11271 0.16039 0.0005
O 0.37691 0.32729 -1.21124 0.0011
H 1.08281 -0.61993 0.47742 0.0011
H 0.51731 1.05982 0.67014 -0.0004
H -0.61396 -0.37460 0.35890 0.0011
H 1.16062 0.83322 -1.43803 0.0008
C -3.05664 0.52562 3.87790 0.0000
O -2.17555 0.37167 2.80161 -0.0001
H -2.90464 1.50700 4.32723 0.0000
H -4.07960 0.43733 3.51204 0.0000
H -2.94999 -0.22565 4.66040 0.0000
H -2.71363 0.04026 2.07894 -0.0001
C 1.85438 -3.70468 -1.03146 0.0475
O 2.90996 -3.98086 -0.12822 0.6730
H 1.85023 -2.64042 -1.26690 0.0750
H 1.89146 -4.20883 -1.99716 0.0051
H 0.94836 -3.85917 -0.44547 0.0503
H 2.65434 -3.43771 0.62096 -0.0016
C -0.68382 3.75912 3.35558 0.0000
O 0.04408 2.98371 4.36581 0.0000
H -0.50955 3.22627 2.42081 0.0000
H -1.76899 3.78457 3.45491 0.0000
H -0.41436 4.81257 3.27970 0.0000
H 0.96906 3.00325 4.10960 0.0000
```

Values from the calculation:
- Spin multiplicity: 2
- Charge: +1
- ⟨S²⟩: 0.75
- E_HOMO (alpha / beta): -11.75 / -11.75 eV
- ΔE to the lowest compared entry with this formula, charge and spin: 0.111 eV
- LUMO energy (alpha / beta): -2.695 / -9.423 eV
- M: 448.59 g/mol
- F_max: 2.7 eV/A